# 1
Formula: C12H29IN2O
Source: OMol25
Level of theory: the ωB97M-V functional and the def2-TZVPD basis

The HOMO energy comes out at -4.248 eV. The calculation puts the LUMO energy at -0.50 eV. Its total energy is -26037.416 eV. The spin multiplicity is 1.

Last columns: bonded neighbours and bond lengths (Å).
Geometry (Å):
1 I -1.452 3.357 2.991  C15 2.175
2 O -3.823 -4.243 -1.336  C5 1.423, H27 0.960
3 N 1.802 0.999 1.261  C12 1.448, C13 1.433
4 N -3.039 -1.409 -0.708  C7 1.501, C8 1.500, C10 1.504, C16 1.520
5 C -3.029 -3.928 -0.198  O2 1.423, C16 1.518, H29 1.094, H35 1.093
6 C 3.868 1.746 -0.031  C9 1.558, C12 1.566, H38 1.112, H43 1.106
7 C -1.596 -1.405 -1.124  N4 1.501, H22 1.088, H40 1.089, H45 1.087
8 C -3.347 -0.106 -0.033  N4 1.500, H21 1.087, H23 1.088, H42 1.088
9 C 5.414 1.581 -0.119  C6 1.558, C11 1.573, H39 1.109, H41 1.105
10 C -3.913 -1.521 -1.927  N4 1.504, H20 1.089, H26 1.086, H31 1.083
11 C 6.135 2.030 1.204  C9 1.573, H19 1.102, H30 1.103, H36 1.107
12 C 3.173 0.701 0.907  N3 1.448, C6 1.566, H28 1.128, H37 1.114
13 C 0.992 1.140 0.087  N3 1.433, C14 1.572, H18 1.132, H44 1.121
14 C -0.415 1.619 0.599  C13 1.572, C15 1.557, H17 1.115, H25 1.106
15 C -0.258 3.046 1.200  I1 2.175, C14 1.557, H24 1.102, H34 1.107
16 C -3.325 -2.521 0.288  N4 1.520, C5 1.518, H32 1.090, H33 1.090
17 H -1.051 1.721 -0.311  C14 1.115
18 H 0.801 0.183 -0.487  C13 1.132
19 H 6.408 3.095 1.146  C11 1.102
20 H -3.866 -0.572 -2.459  C10 1.089
21 H -3.133 0.702 -0.728  C8 1.087
22 H -1.428 -0.544 -1.767  C7 1.088
23 H -2.712 -0.023 0.846  C8 1.088
24 H 0.779 3.292 1.477  C15 1.102
25 H -0.819 0.885 1.320  C14 1.106
26 H -4.932 -1.722 -1.609  C10 1.086
27 H -3.575 -5.122 -1.634  O2 0.960
28 H 3.309 -0.342 0.498  C12 1.128
29 H -3.275 -4.629 0.605  C5 1.094
30 H 5.513 1.848 2.097  C11 1.103
31 H -3.533 -2.304 -2.571  C10 1.083
32 H -4.380 -2.426 0.545  C16 1.090
33 H -2.722 -2.306 1.170  C16 1.090
34 H -0.531 3.777 0.415  C15 1.107
35 H -1.971 -4.053 -0.442  C5 1.093
36 H 7.060 1.429 1.297  C11 1.107
37 H 3.746 0.710 1.863  C12 1.114
38 H 3.472 1.572 -1.055  C6 1.112
39 H 5.775 2.261 -0.918  C9 1.109
40 H -0.976 -1.337 -0.232  C7 1.089
41 H 5.721 0.549 -0.365  C9 1.105
42 H -4.398 -0.096 0.251  C8 1.088
43 H 3.586 2.764 0.297  C6 1.106
44 H 1.327 1.925 -0.640  C13 1.121
45 H -1.383 -2.320 -1.672  C7 1.087

Atom charges from the Mulliken analysis, given in e for atoms 1 to 6: I -0.117; O -0.507; N -0.660; N 0.114; C -0.584; C -0.357

---

# 2
Formula: C4H13N4
Source: OMol25
Level of theory: the ωB97M-V functional and the def2-TZVPD basis

The HOMO energy comes out at -11.400 eV. Its total charge is +1. The calculation puts the LUMO energy at -7.09 eV. The energy above the lowest of the compared OMol25 structures with the same formula, charge and spin is 633.7 kJ/mol. Its total energy is -10307.521 eV. The spin multiplicity is 1.

Last columns: bonded neighbours and bond lengths (Å).
Geometry (Å):
1 N 0.100 3.291 0.842  C8 1.385, H17 1.010, H18 1.011
2 N 0.156 -1.965 -1.115  C7 1.507, H13 1.044, H21 1.017
3 N -1.427 -1.881 1.176  C7 1.791, H9 0.990, H19 1.000
4 N -2.035 -1.385 -1.143  C7 1.409, H14 1.011, H16 1.018
5 C 1.635 1.514 0.065  C6 1.506, C8 1.376, H10 1.055
6 C 2.052 0.068 -0.001  C5 1.506, H11 1.147, H15 1.109, H20 1.108
7 C -0.879 -1.161 -0.370  N2 1.507, N3 1.791, N4 1.409
8 C 0.460 1.973 0.617  N1 1.385, C5 1.376, H12 1.102
9 H -1.877 -1.134 1.643  N3 0.990
10 H 2.383 2.232 -0.127  C5 1.055
11 H 1.487 -0.590 0.752  C6 1.147
12 H -0.218 1.293 1.159  C8 1.102
13 H 0.672 -2.320 -0.279  N2 1.044
14 H -2.805 -0.774 -0.903  N4 1.011
15 H 3.143 0.009 0.190  C6 1.109
16 H -1.734 -1.251 -2.106  N4 1.018
17 H -0.882 3.457 1.011  N1 1.010
18 H 0.560 4.047 0.354  N1 1.011
19 H -2.178 -2.346 0.707  N3 1.000
20 H 1.822 -0.373 -0.991  C6 1.108
21 H -0.437 -2.704 -1.482  N2 1.017

Atom charges from the Mulliken analysis, given in e for atoms 1 to 6: N -0.453; N -0.628; N -0.441; N -0.586; C -0.313; C -0.904